C12H42F3N8O12S | ωB97M-V/def2-TZVPD

## Properties
Frontier orbital gap (Eh): 0.352
Multiplicity: 1
E_tot (a.u.): -2521.37258
Largest force on an atom (Eh/bohr): 0.052
Net charge: -1

Bonds (Å) are listed after each position.
Cartesian coordinates (Å):
1 H 5.48 -19.77 10.25  C42 1.089
2 H 3.67 -16.93 2.47  N46 1.012
3 O 0.47 -11.44 2.42  H44 0.961, H68 0.972
4 N 5.51 -16.52 7.49  H8 1.005, C29 1.377, H35 1.010
5 H 7.67 -12.53 2.16  O64 0.962
6 H 6.18 -13.50 8.42  N60 1.000
7 N 1.31 -11.43 8.88  H11 1.017, C16 1.489, H40 1.015
8 H 5.73 -16.28 6.53  N4 1.005
9 H 0.99 -16.32 7.77  C65 1.094
10 H 2.58 -15.86 7.06  C65 1.098
11 H 2.24 -11.13 8.61  N7 1.017
12 C 2.96 -14.27 4.40  S17 1.843, F26 1.332, F56 1.337, F72 1.329
13 H 3.38 -18.60 2.96  N46 1.003
14 C 5.31 -18.10 3.01  O32 1.233, N46 1.368, N50 1.375
15 O 4.94 -14.10 2.72  S17 1.466
16 C 1.37 -12.81 9.42  N7 1.489, C45 1.513, H47 1.096, C55 1.505
17 S 3.47 -14.07 2.64  C12 1.843, O15 1.466, O63 1.443, O71 1.452
18 H 4.55 -19.34 4.39  C21 1.093
19 H 2.58 -14.62 -1.09  O39 0.961
20 O 5.78 -15.75 9.63  C29 1.229
21 C 4.18 -19.30 5.42  H18 1.093, H38 1.095, C73 1.517, H76 1.090
22 N 3.45 -9.23 0.46  H27 1.000, H48 1.004, C75 1.384
23 H 4.74 -21.23 8.22  C49 1.100
24 H 5.91 -14.19 4.31  O37 0.970
25 N 4.93 -10.99 0.77  H53 1.005, C75 1.370, H77 1.006
26 F 1.65 -14.50 4.45  C12 1.332
27 H 3.23 -8.33 0.09  N22 1.000
28 H 5.12 -21.64 4.79  N34 1.017
29 C 5.84 -15.56 8.42  N4 1.377, O20 1.229, N60 1.369
30 H 6.49 -13.48 1.95  O64 0.973
31 H 1.02 -13.82 7.60  C55 1.099
32 O 5.69 -19.20 3.43  C14 1.233
33 H 2.56 -16.89 8.44  C65 1.092
34 N 4.74 -21.63 5.73  H28 1.017, H59 1.019, C73 1.474
35 H 5.28 -17.43 7.86  N4 1.010
36 O 5.48 -9.23 -0.57  C75 1.222
37 O 6.61 -14.30 4.97  H24 0.970, H57 0.962
38 H 4.35 -18.26 5.73  C21 1.095
39 O 2.19 -15.45 -0.81  H19 0.961, H54 0.970
40 H 1.02 -10.80 9.62  N7 1.015
41 H -0.78 -12.80 9.22  C45 1.094
42 C 4.65 -19.22 9.82  H1 1.089, H52 1.098, O66 1.435, H67 1.088
43 H 6.19 -14.23 6.88  N60 1.007
44 H 0.64 -10.70 3.00  O3 0.961
45 C -0.02 -13.17 9.91  C16 1.513, H41 1.094, H62 1.093, H74 1.093
46 N 4.00 -17.86 2.69  H2 1.012, H13 1.003, C14 1.368
47 H 2.07 -12.84 10.26  C16 1.096
48 H 2.70 -9.81 0.82  N22 1.004
49 C 4.39 -20.31 7.72  H23 1.100, H61 1.100, O66 1.404, C73 1.523
50 N 6.17 -17.05 2.83  C14 1.375, H58 1.001, H69 1.008
51 H 2.73 -13.32 7.83  C55 1.097
52 H 3.68 -19.70 10.04  C42 1.098
53 H 5.86 -11.35 0.70  N25 1.005
54 H 2.58 -15.60 0.07  O39 0.970
55 C 1.84 -13.73 8.33  C16 1.505, H31 1.099, H51 1.097, O70 1.412
56 F 3.60 -15.32 4.91  C12 1.337
57 H 7.28 -14.81 4.53  O37 0.962
58 H 7.15 -17.26 2.76  N50 1.001
59 H 5.33 -22.28 6.24  N34 1.019
60 N 6.13 -14.33 7.87  H6 1.000, C29 1.369, H43 1.007
61 H 3.29 -20.34 7.71  C49 1.100
62 H -0.24 -12.73 10.89  C45 1.093
63 O 2.93 -12.82 2.17  S17 1.443
64 O 7.31 -13.15 1.53  H5 0.962, H30 0.973
65 C 2.03 -16.06 7.99  H9 1.094, H10 1.098, H33 1.092, O70 1.410
66 O 4.81 -19.15 8.40  C42 1.435, C49 1.404
67 H 4.56 -18.20 10.19  C42 1.088
68 H 1.34 -11.80 2.20  O3 0.972
69 H 5.82 -16.20 2.41  N50 1.008
70 O 2.14 -14.99 8.90  C55 1.412, C65 1.410
71 O 2.95 -15.25 1.98  S17 1.452
72 F 3.24 -13.18 5.11  C12 1.329
73 C 4.93 -20.28 6.30  C21 1.517, N34 1.474, C49 1.523, H78 1.099
74 H -0.21 -14.24 10.00  C45 1.093
75 C 4.68 -9.78 0.17  N22 1.384, N25 1.370, O36 1.222
76 H 3.10 -19.46 5.46  C21 1.090
77 H 4.19 -11.56 1.16  N25 1.006
78 H 5.98 -19.98 6.38  C73 1.099

Results of the Mulliken charge analysis, in e, for atoms 1 through 6: number 1, H, carries 0.2940; number 2, H, carries 0.2761; number 3, O, carries -0.6339; number 4, N, carries 0.0550; number 5, H, carries 0.3036; number 6, H, carries 0.2096